Entry from the Open Molecules 2025 dataset: C29H45FIrP2 as an isolated structure (ωB97M-V/def2-TZVPD).

Its spin multiplicity is 5. For the HOMO energy (alpha / beta), the calculation gives -9.2134 / -10.3768 eV. Its total charge is +1. For the energy above the lowest of the compared OMol25 structures with the same formula, charge and spin, the calculation gives 327.8 kJ/mol. The expectation value of S² is 6.034. For the calculated total energy, the calculation gives -2018.3519 Eh.

```
78
C29H45FIrP2, DFT ωB97M-V/def2-TZVPD
Ir -1.43 1.11 -0.57
C -0.35 0.76 1.31
C -0.83 2.11 1.19
C -2.66 0.70 1.40
C -1.48 -0.09 1.47
C -2.27 2.07 1.19
C 1.08 0.34 1.31
H 1.55 0.64 0.36
H 1.14 -0.76 1.38
H 1.61 0.79 2.15
C -1.45 -1.57 1.69
H -0.51 -1.86 2.19
H -1.51 -2.10 0.73
H -2.31 -1.87 2.30
C -4.04 0.16 1.54
H -4.05 -0.79 2.11
H -4.49 -0.07 0.56
H -4.69 0.87 2.07
C -3.16 3.26 1.18
H -2.68 4.09 1.70
H -4.08 3.02 1.71
H -3.42 3.57 0.16
C 0.01 3.32 1.13
H -0.40 4.12 1.74
H 0.03 3.69 0.10
H 1.04 3.08 1.42
C 4.34 -1.81 -1.77
C 4.28 -0.74 -0.96
C 4.66 0.71 -1.22
C 3.60 1.61 -1.87
C 2.49 0.86 -2.60
C 2.44 -0.15 -3.56
C 3.48 -0.98 -4.17
C 4.39 -1.92 -3.27
H 5.54 0.73 -1.87
H 4.16 2.35 -2.48
H 4.96 1.18 -0.26
H 5.42 -1.73 -3.63
H 4.63 -2.76 -1.26
H 3.97 -0.91 0.08
H 4.14 -2.94 -3.59
H 2.94 -1.61 -4.94
H 1.40 -0.47 -3.78
H 4.22 -0.38 -4.76
H 3.09 2.20 -1.08
H 1.77 0.59 -1.79
P 3.40 2.62 -4.51
C 4.12 2.03 -6.12
C 4.32 4.23 -4.44
P 0.70 2.28 -3.07
C 1.63 2.97 -4.63
C 0.47 3.84 -2.18
C -0.75 1.68 -3.95
H 3.36 1.61 -6.80
H 4.87 1.25 -5.93
H 4.64 2.83 -6.66
H 4.64 4.55 -5.44
H 5.24 4.07 -3.84
H 3.72 5.01 -3.96
H -0.55 1.47 -5.00
H -1.58 2.38 -3.85
H -1.02 0.73 -3.47
H 1.26 2.45 -5.54
H 1.46 4.06 -4.80
H -0.58 3.99 -1.94
H 0.83 4.71 -2.73
H 1.04 3.82 -1.25
F -2.69 -3.41 -4.33
C -2.51 -2.32 -3.51
C -3.50 -1.36 -3.40
C -3.25 -0.20 -2.65
C -2.08 -0.16 -1.85
C -1.21 -1.26 -1.84
C -1.31 -2.26 -2.80
H -4.43 -1.52 -3.92
H -3.91 0.67 -2.67
H -0.42 -1.34 -1.10
H -0.50 -2.97 -2.90
```